[1]
{"formula": "C2H3NO2", "method": "wB97M-V/def2-TZVPD", "orbital_gap_ev": [7.73, 7.30], "spin_multiplicity": 3, "symbols": ["O", "O", "N", "C", "C", "H", "H", "H"], "positions_angstrom": [[0.27064, -1.08276, 0.83391], [-2.12627, -0.17486, 0.09403], [1.51969, 0.52295, -0.35355], [-1.30632, 0.53854, -0.38700], [0.38773, 0.01245, 0.02386], [-0.63651, -1.34831, 1.06502], [2.29109, -0.07254, -0.00132], [-1.46564, 1.34021, -0.99173]], "forces_ev_per_angstrom": [[0.191, 0.590, -0.380], [-3.161, -2.952, 2.018], [-3.602, -1.385, 0.916], [6.009, -0.043, 0.330], [0.699, 0.470, -0.473], [0.178, 0.495, -0.423], [-0.493, 0.433, -0.193], [0.179, 2.391, -1.795]]}

[2]
{"formula": "C2H3NO2", "method": "wB97M-V/def2-TZVPD", "orbital_gap_ev": [5.14, 6.28], "spin_multiplicity": 3, "symbols": ["O", "O", "N", "C", "C", "H", "H", "H"], "positions_angstrom": [[-0.38611, -1.19022, 0.53849], [-0.34968, 1.20013, 0.53572], [-3.45229, 0.02311, -0.19803], [-2.33242, -0.02773, 0.02555], [-0.86702, -0.04223, -0.05903], [-0.36213, -1.04093, 1.57363], [0.52392, 1.23993, 0.26389], [-0.57685, -0.03780, -1.18896]], "forces_ev_per_angstrom": [[0.181, -0.548, -0.327], [-3.567, -2.453, 0.085], [-4.354, 0.482, -1.347], [4.975, -1.336, 2.355], [0.237, 4.023, -2.153], [-0.392, 0.093, 0.491], [3.047, 0.268, -0.841], [-0.126, -0.529, 1.737]]}

[3]
{"formula": "C2H3NO2S", "method": "wB97M-V/def2-TZVPD", "smiles": "O=C(S)/C=N/O", "orbital_gap_ev": 10.06, "symbols": ["S", "O", "O", "N", "C", "C", "H", "H", "H"], "positions_angstrom": [[-2.00909, 1.21883, -0.84046], [-1.33845, 0.05791, 1.43390], [2.32396, -0.96700, -0.15147], [1.07495, -0.82520, 0.43275], [0.36434, -0.05575, -0.29131], [-1.00421, 0.32435, 0.27616], [2.83517, -1.62153, 0.40205], [0.63942, 0.32261, -1.29895], [-2.88608, 1.54576, 0.03732]], "forces_ev_per_angstrom": [[1.059, -0.140, -1.621], [0.595, 0.606, -2.451], [0.679, -1.128, 0.612], [0.547, 0.589, -0.610], [-1.125, 0.069, 0.009], [0.399, -1.072, 2.632], [-1.098, 1.005, -0.620], [0.139, -0.239, 0.816], [-1.193, 0.309, 1.233]]}

[4]
{"formula": "C2H3NO2S", "method": "wB97M-V/def2-TZVPD", "smiles": "O=CC(=S)NO", "orbital_gap_ev": 7.97, "symbols": ["S", "O", "O", "N", "C", "C", "H", "H", "H"], "positions_angstrom": [[1.47810, -1.51523, -0.11936], [1.29962, 1.54080, -0.34203], [-2.17576, -0.39133, -0.04954], [0.14891, 0.81481, -0.32907], [0.09742, -0.65065, -0.12519], [-1.26515, -1.13361, -0.04191], [1.98629, 0.99001, 0.14302], [-0.69185, 1.53751, -0.17612], [-1.44682, -2.23332, 0.23879]], "forces_ev_per_angstrom": [[-0.192, -0.062, 0.248], [1.512, -1.043, 0.654], [-2.307, 1.698, -0.411], [-3.426, -1.417, 0.978], [2.511, 5.100, -1.261], [-0.178, -2.865, 1.552], [-0.880, 0.502, -0.691], [2.260, -2.904, -0.347], [0.699, 0.990, -0.724]]}

[5]
{"formula": "C2H3NO2S", "method": "wB97M-V/def2-TZVPD", "smiles": "OCON=C=S", "orbital_gap_ev": 9.24, "symbols": ["S", "O", "O", "N", "C", "C", "H", "H", "H"], "positions_angstrom": [[3.42510, -0.22698, 0.65052], [-2.13065, 0.35838, -0.27458], [-0.13746, -0.26818, -0.68809], [1.04558, -0.89422, -0.49787], [-0.88463, 0.42854, 0.35267], [2.16234, -0.56224, -0.20973], [-0.90907, -0.14591, 1.28399], [-1.99289, -0.16051, -1.09029], [-0.57831, 1.47113, 0.47339]], "forces_ev_per_angstrom": [[0.895, -0.053, -0.427], [-0.353, 0.396, 0.146], [0.385, 0.261, -0.733], [0.104, -0.659, -0.265], [-0.500, -0.887, -0.760], [-0.980, 0.754, 1.586], [0.383, 0.106, -0.050], [-0.177, 0.266, 0.503], [0.244, -0.184, 0.000]]}

[6]
{"formula": "C2H3NO2S", "method": "wB97M-V/def2-TZVPD", "smiles": "O=CO/C=N\\S", "orbital_gap_ev": 9.77, "symbols": ["S", "O", "O", "N", "C", "C", "H", "H", "H"], "positions_angstrom": [[2.73012, -0.16167, -0.04969], [-0.25219, -0.43628, 0.06590], [-2.32834, 0.46218, -0.08661], [1.54358, 1.06351, -0.03804], [-1.63102, -0.50033, -0.02574], [0.29900, 0.81753, 0.05045], [-1.98950, -1.51352, -0.10544], [2.03469, -1.33713, 0.06410], [-0.40633, 1.60570, 0.12507]], "forces_ev_per_angstrom": [[-0.317, -0.086, -0.071], [-0.394, -0.710, 0.039], [-0.151, -0.152, 0.142], [-0.899, -1.057, 0.334], [0.504, 1.153, -0.323], [1.461, 0.187, -0.152], [0.187, -0.626, 0.166], [0.052, 0.618, -0.067], [-0.444, 0.673, -0.068]]}

Number 1: energy -7702.35410 eV. Number 2: energy -7699.14944 eV. Number 3: energy -18540.70128 eV. Number 4: energy -18539.87287 eV. Number 5: energy -18539.15041 eV. Number 6: energy -18541.85405 eV.